{
  "formula": "C46H58BN10PtS",
  "method": "the ωB97M-V functional and the def2-TZVPD basis",
  "symbols": ["Pt", "C", "C", "N", "N", "C", "N", "S", "C", "C", "C", "C", "C", "N", "H", "H", "H", "H", "H", "H", "H", "H", "H", "H", "N", "C", "C", "C", "C", "C", "C", "N", "C", "C", "C", "C", "N", "C", "C", "H", "H", "H", "H", "H", "H", "H", "H", "H", "N", "H", "H", "H", "C", "C", "C", "C", "C", "C", "C", "C", "C", "C", "C", "C", "N", "B", "N", "C", "C", "C", "C", "C", "C", "C", "C", "C", "C", "C", "C", "C", "C", "H", "H", "H", "H", "H", "H", "H", "H", "H", "H", "H", "H", "H", "H", "H", "H", "H", "H", "H", "H", "H", "H", "H", "H", "H", "H", "H", "H", "H", "H", "H", "H", "H", "H", "H", "H"],
  "positions_angstrom": [[9.336, 11.394, 16.418], [10.624, 6.903, 15.981], [10.010, 8.257, 16.241], [10.492, 9.401, 15.884], [11.691, 9.476, 15.124], [11.692, 9.285, 13.723], [12.878, 9.128, 13.164], [10.270, 9.244, 12.841], [8.687, 8.343, 16.963], [8.228, 7.219, 17.652], [6.942, 7.256, 18.106], [6.132, 8.361, 17.890], [6.720, 9.463, 17.263], [7.953, 9.459, 16.768], [11.309, 6.984, 15.142], [9.829, 6.228, 15.639], [11.160, 6.455, 16.821], [12.460, 9.284, 15.708], [13.784, 9.110, 13.644], [12.865, 8.943, 12.154], [8.821, 6.304, 17.826], [6.523, 6.417, 18.681], [5.129, 8.378, 18.322], [6.136, 10.383, 17.145], [9.335, 8.512, 22.943], [9.822, 8.217, 24.157], [9.454, 7.194, 25.128], [10.227, 7.249, 26.217], [11.248, 8.064, 26.421], [11.657, 9.110, 25.495], [10.926, 9.163, 24.313], [11.018, 9.902, 23.186], [10.066, 9.546, 22.451], [9.802, 10.091, 21.062], [10.897, 10.328, 20.279], [10.738, 10.910, 19.081], [9.530, 11.227, 18.583], [8.455, 10.989, 19.336], [8.553, 10.493, 20.664], [8.455, 8.187, 22.625], [8.632, 6.602, 24.955], [10.040, 6.576, 27.057], [11.735, 8.087, 27.347], [12.491, 9.595, 26.036], [11.851, 10.050, 20.646], [11.518, 11.165, 18.318], [7.452, 11.194, 18.981], [7.637, 10.386, 21.269], [7.171, 12.459, 16.342], [6.633, 11.892, 15.675], [7.176, 13.419, 16.022], [6.640, 12.425, 17.237], [14.718, 13.786, 17.988], [13.744, 12.813, 18.624], [13.703, 11.489, 17.791], [12.437, 13.438, 19.116], [12.249, 13.625, 20.515], [11.079, 14.056, 20.979], [10.008, 14.367, 20.184], [10.166, 14.424, 18.823], [9.109, 15.001, 17.938], [7.720, 14.967, 18.532], [9.366, 16.447, 17.565], [11.400, 13.953, 18.281], [11.467, 13.905, 16.841], [10.778, 12.855, 15.916], [11.289, 13.463, 14.569], [11.868, 14.619, 14.772], [11.914, 14.899, 16.143], [11.228, 12.944, 13.234], [12.388, 12.490, 12.663], [12.278, 11.975, 11.339], [11.071, 11.865, 10.735], [9.883, 12.247, 11.361], [9.939, 12.829, 12.649], [8.657, 13.436, 13.209], [8.252, 14.653, 12.372], [7.519, 12.405, 13.188], [13.839, 12.469, 13.067], [14.760, 13.538, 12.437], [14.132, 12.527, 14.561], [15.719, 13.342, 17.835], [14.835, 14.664, 18.601], [14.285, 14.029, 17.034], [14.161, 12.506, 19.567], [12.960, 11.474, 16.951], [13.591, 10.629, 18.486], [14.636, 11.262, 17.250], [13.078, 13.390, 21.104], [10.884, 14.216, 22.033], [9.086, 14.743, 20.650], [9.118, 14.405, 17.043], [7.596, 15.700, 19.308], [7.442, 14.025, 18.988], [6.982, 15.191, 17.745], [9.068, 17.130, 18.386], [8.775, 16.656, 16.655], [10.416, 16.712, 17.443], [12.329, 15.295, 14.046], [12.328, 15.780, 16.614], [13.192, 11.761, 10.805], [11.007, 11.415, 9.779], [8.980, 12.222, 10.822], [8.598, 13.844, 14.228], [8.106, 14.383, 11.325], [8.975, 15.452, 12.451], [7.275, 14.908, 12.803], [7.465, 11.983, 12.199], [6.616, 12.921, 13.483], [7.703, 11.519, 13.796], [14.212, 11.461, 12.745], [14.247, 14.506, 12.721], [14.756, 13.495, 11.370], [15.744, 13.528, 12.795], [14.044, 13.546, 14.896], [15.161, 12.211, 14.814], [13.407, 11.996, 15.131]],
  "orbital_gap_ev": [4.99, 1.77],
  "e_homo_ev": [-13.427, -13.427],
  "energy_ha": -2876.5742,
  "total_charge": 3,
  "spin_multiplicity": 5
}

{
  "formula": "C46H59BrCl39F3I2O2",
  "method": "the ωB97M-V functional and the def2-TZVPD basis",
  "symbols": ["C", "C", "Cl", "C", "Cl", "C", "C", "Br", "C", "C", "C", "C", "C", "C", "Cl", "C", "C", "C", "F", "C", "O", "C", "C", "F", "C", "C", "C", "I", "C", "C", "I", "C", "C", "C", "C", "F", "C", "C", "O", "H", "H", "H", "H", "H", "H", "H", "H", "H", "H", "H", "H", "H", "H", "H", "H", "H", "H", "H", "H", "H", "H", "H", "C", "Cl", "Cl", "H", "H", "C", "Cl", "Cl", "H", "H", "C", "Cl", "Cl", "H", "H", "C", "Cl", "Cl", "H", "H", "C", "Cl", "Cl", "H", "H", "C", "Cl", "Cl", "H", "H", "C", "Cl", "Cl", "H", "H", "C", "Cl", "Cl", "H", "H", "C", "Cl", "Cl", "H", "H", "C", "Cl", "Cl", "H", "H", "C", "Cl", "Cl", "H", "H", "C", "Cl", "Cl", "H", "H", "C", "Cl", "Cl", "H", "H", "C", "Cl", "Cl", "H", "H", "C", "Cl", "Cl", "H", "H", "C", "Cl", "Cl", "H", "H", "C", "Cl", "Cl", "H", "H", "C", "Cl", "Cl", "H", "H"],
  "positions_angstrom": [[-0.243, 7.237, -1.847], [-0.014, 6.582, -0.499], [-0.689, 7.280, 0.945], [0.682, 5.451, -0.424], [1.350, 4.741, -1.900], [0.948, 4.685, 0.834], [-0.059, 3.802, 1.231], [-1.653, 3.633, 0.192], [0.146, 3.040, 2.362], [1.330, 3.176, 3.089], [2.338, 4.050, 2.716], [3.617, 4.127, 3.541], [3.872, 5.519, 4.213], [2.627, 6.354, 4.510], [1.573, 5.661, 5.785], [2.127, 4.817, 1.544], [3.168, 5.792, 0.980], [4.557, 5.127, 0.732], [3.288, 6.934, 1.777], [1.429, 2.253, 4.304], [1.851, 2.588, 5.388], [0.899, 0.856, 4.044], [1.521, -0.281, 4.510], [2.635, -0.151, 5.245], [1.019, -1.517, 4.211], [-0.117, -1.680, 3.439], [-0.539, -3.075, 3.132], [-0.584, -3.549, 1.033], [-0.849, -4.036, 4.000], [-1.270, -5.438, 3.582], [-0.784, -3.667, 6.093], [-0.797, -0.537, 2.983], [-2.060, -0.664, 2.151], [-1.991, 0.000, 0.755], [-2.943, -0.677, -0.266], [-0.688, 0.102, 0.260], [-0.265, 0.705, 3.299], [-0.882, 2.010, 2.832], [-2.076, 2.224, 2.866], [-0.795, 8.178, -1.767], [-0.828, 6.550, -2.486], [0.701, 7.399, -2.381], [3.595, 3.393, 4.351], [4.492, 3.853, 2.941], [4.384, 5.340, 5.171], [4.600, 6.070, 3.606], [2.006, 6.559, 3.636], [2.975, 7.333, 4.863], [2.852, 6.158, -0.004], [5.243, 5.505, 1.498], [4.900, 5.286, -0.291], [4.426, 4.054, 0.906], [1.577, -2.362, 4.614], [-0.619, -5.850, 2.807], [-1.237, -6.136, 4.426], [-2.311, -5.348, 3.238], [-2.380, -1.698, 2.001], [-2.868, -0.158, 2.706], [-2.363, 1.024, 0.844], [-2.400, -1.300, -0.982], [-3.502, 0.108, -0.791], [-3.664, -1.264, 0.321], [-1.670, -3.580, -2.764], [-0.473, -2.280, -2.867], [-0.900, -5.159, -2.550], [-2.319, -3.389, -1.914], [-2.253, -3.594, -3.677], [3.012, -2.514, -1.565], [3.883, -4.053, -1.575], [3.479, -1.512, -0.180], [3.243, -1.981, -2.478], [1.947, -2.714, -1.509], [-5.418, -2.651, -4.756], [-4.567, -4.206, -4.763], [-4.929, -1.656, -3.373], [-5.181, -2.122, -5.668], [-6.494, -2.842, -4.694], [5.377, -7.475, -2.134], [4.360, -8.884, -1.796], [6.930, -7.582, -1.302], [5.555, -7.420, -3.202], [4.859, -6.584, -1.796], [-5.323, -0.412, 4.822], [-6.565, -0.785, 3.620], [-3.812, -1.266, 4.478], [-5.131, 0.656, 4.808], [-5.680, -0.713, 5.800], [-3.916, 4.456, 5.029], [-5.635, 4.333, 4.627], [-3.659, 4.477, 6.778], [-3.397, 3.600, 4.609], [-3.522, 5.373, 4.606], [-7.322, -1.874, -8.666], [-6.415, -3.389, -8.710], [-6.770, -0.832, -7.348], [-7.183, -1.354, -9.608], [-8.374, -2.096, -8.512], [5.967, 1.817, -1.542], [7.242, 2.930, -2.051], [4.373, 2.566, -1.647], [5.988, 0.943, -2.183], [6.151, 1.527, -0.512], [3.493, -5.144, 5.067], [2.412, -5.587, 3.741], [2.656, -4.195, 6.299], [3.881, -6.049, 5.522], [4.303, -4.549, 4.655], [3.915, -2.142, -5.478], [2.334, -2.352, -4.715], [5.209, -2.030, -4.276], [4.108, -2.994, -6.120], [3.904, -1.230, -6.065], [-9.720, -3.511, -4.279], [-8.485, -2.908, -5.396], [-9.894, -2.453, -2.877], [-10.669, -3.559, -4.803], [-9.431, -4.499, -3.940], [-4.591, -1.187, -11.947], [-6.316, -1.403, -12.274], [-4.245, -1.217, -10.214], [-4.042, -1.991, -12.426], [-4.278, -0.230, -12.349], [-3.806, 6.252, -3.962], [-2.559, 7.489, -4.171], [-3.097, 4.642, -3.793], [-4.376, 6.480, -3.068], [-4.455, 6.261, -4.830], [6.131, -2.842, 2.395], [5.542, -2.761, 4.064], [6.327, -4.513, 1.859], [5.413, -2.349, 1.748], [7.091, -2.340, 2.341], [-11.761, -2.691, -8.811], [-10.640, -1.349, -9.069], [-10.901, -4.224, -8.628], [-12.331, -2.499, -7.909], [-12.426, -2.760, -9.665], [10.197, 2.630, 0.256], [8.633, 2.606, 1.078], [11.537, 2.623, 1.407], [10.273, 1.752, -0.375], [10.259, 3.529, -0.348], [1.739, 3.987, 8.880], [0.156, 3.903, 9.663], [3.048, 4.038, 10.070], [1.868, 3.110, 8.254], [1.783, 4.884, 8.273], [4.971, -10.097, 1.764], [4.215, -8.648, 2.439], [6.689, -10.180, 2.175], [4.474, -10.973, 2.165], [4.866, -10.073, 0.684]],
  "orbital_gap_ev": 7.87,
  "e_homo_ev": -8.614,
  "energy_ha": -23355.1101
}